[1]
Formula: C30H48F6O27P
Source: OMol25
Level of theory: ωB97M-V with the def2-TZVPD basis set

Last columns: bonded neighbours and bond lengths (Å).
CARTESIAN COORDINATES (ANGSTROEM)
1 P -0.761 -0.399 0.830  F2 1.636, F3 1.621, F4 1.636, F5 1.634, F6 1.668, F7 1.645
2 F -0.672 1.200 1.160  P1 1.636
3 F 0.210 -0.217 -0.455  P1 1.621
4 F 0.509 -0.715 1.812  P1 1.636
5 F -1.029 -1.978 0.505  P1 1.634
6 F -1.752 -0.687 2.141  P1 1.668
7 F -2.082 0.056 -0.037  P1 1.645
8 C 3.528 1.019 -1.357  C9 1.512, O13 1.432, H14 1.090, H15 1.090
9 C 3.441 2.039 -2.470  C8 1.512, O10 1.412, H16 1.090, H17 1.090
10 O 4.494 1.646 -3.325  C9 1.412, C11 1.292
11 C 4.975 0.481 -3.040  O10 1.292, O12 1.206, O13 1.359
12 O 5.858 0.001 -3.706  C11 1.206
13 O 4.488 0.072 -1.839  C8 1.432, C11 1.359
14 H 2.600 0.494 -1.129  C8 1.090
15 H 3.905 1.359 -0.393  C8 1.090
16 H 3.624 3.007 -2.003  C9 1.090
17 H 2.517 1.907 -3.033  C9 1.090
18 C 0.645 1.527 4.295  C19 1.495, O23 1.367, H24 1.090, H25 1.090
19 C 1.796 1.985 3.457  C18 1.495, O20 1.372, H26 1.090, H27 1.090
20 O 1.810 3.325 3.749  C19 1.372, C21 1.288
21 C 0.812 3.704 4.470  O20 1.288, O22 1.210, O23 1.334
22 O 0.478 4.814 4.819  C21 1.210
23 O 0.018 2.663 4.725  C18 1.367, C21 1.334
24 H 1.089 0.931 5.092  C18 1.090
25 H -0.049 0.854 3.792  C18 1.090
26 H 1.694 1.894 2.375  C19 1.090
27 H 2.694 1.529 3.872  C19 1.090
28 C -2.843 -0.461 -2.971  C29 1.573, O33 1.432, H34 1.090, H35 1.090
29 C -1.403 -0.942 -3.381  C28 1.573, O30 1.390, H36 1.090, H37 1.090
30 O -1.592 -1.634 -4.572  C29 1.390, C31 1.405
31 C -2.955 -1.599 -4.914  O30 1.405, O32 1.255, O33 1.336
32 O -3.398 -2.070 -5.989  C31 1.255
33 O -3.683 -0.891 -4.047  C28 1.432, C31 1.336
34 H -2.923 0.625 -2.906  C28 1.090
35 H -3.132 -0.987 -2.061  C28 1.090
36 H -0.992 -1.621 -2.634  C29 1.090
37 H -0.701 -0.109 -3.350  C29 1.090
38 C -3.237 -3.485 3.255  C39 1.512, O43 1.373, H44 1.090, H45 1.090
39 C -2.742 -4.782 2.655  C38 1.512, O40 1.373, H46 1.090, H47 1.090
40 O -3.954 -5.390 2.440  C39 1.373, C41 1.349
41 C -4.845 -4.979 3.367  O40 1.349, O42 1.266, O43 1.311
42 O -5.928 -5.567 3.659  C41 1.266
43 O -4.339 -3.918 3.949  C38 1.373, C41 1.311
44 H -3.486 -2.788 2.455  C38 1.090
45 H -2.451 -3.114 3.913  C38 1.090
46 H -2.118 -5.345 3.349  C39 1.090
47 H -2.226 -4.651 1.704  C39 1.090
48 C -2.613 2.860 2.009  C49 1.502, O53 1.382, H54 1.090, H55 1.090
49 C -3.213 1.891 2.988  C48 1.502, O50 1.430, H56 1.090, H57 1.090
50 O -4.294 2.628 3.565  C49 1.430, C51 1.372
51 C -4.547 3.705 2.752  O50 1.372, O52 1.238, O53 1.265
52 O -5.523 4.461 2.853  C51 1.238
53 O -3.636 3.779 1.877  C48 1.382, C51 1.265
54 H -2.560 2.454 0.999  C48 1.090
55 H -1.752 3.416 2.380  C48 1.090
56 H -2.462 1.794 3.773  C49 1.090
57 H -3.468 0.849 2.796  C49 1.090
58 C 0.826 3.731 -0.284  C59 1.482, O63 1.467, H64 1.090, H65 1.090
59 C 0.353 4.594 0.825  C58 1.482, O60 1.387, H66 1.090, H67 1.090
60 O 1.254 5.642 0.940  C59 1.387, C61 1.389
61 C 2.471 5.221 0.419  O60 1.389, O62 1.248, O63 1.357
62 O 3.519 5.864 0.634  C61 1.248
63 O 2.260 4.020 -0.177  C58 1.467, C61 1.357
64 H 0.332 3.944 -1.232  C58 1.090
65 H 0.752 2.651 -0.159  C58 1.090
66 H 0.492 4.017 1.739  C59 1.090
67 H -0.697 4.886 0.866  C59 1.090
68 C 6.406 2.997 2.288  C69 1.496, H75 1.090, H76 1.090, H77 1.090
69 C 6.168 1.614 1.770  C68 1.496, O70 1.481, H78 1.090, H79 1.090
70 O 5.091 0.982 2.567  C69 1.481, C71 1.335
71 C 4.663 -0.222 2.179  O70 1.335, O72 1.209, O73 1.316
72 O 5.085 -0.905 1.275  C71 1.209
73 O 3.726 -0.579 3.032  C71 1.316, C74 1.400
74 C 3.068 -1.815 3.020  O73 1.400, H80 1.090, H81 1.090, H82 1.090
75 H 5.455 3.521 2.192  C68 1.090
76 H 7.090 3.609 1.701  C68 1.090
77 H 6.676 2.937 3.342  C68 1.090
78 H 7.021 0.935 1.744  C69 1.090
79 H 5.781 1.748 0.760  C69 1.090
80 H 3.742 -2.669 3.073  C74 1.090
81 H 2.622 -1.974 2.038  C74 1.090
82 H 2.267 -1.972 3.743  C74 1.090
83 C 2.834 -2.270 -7.474  C84 1.551, H90 1.090, H91 1.090, H92 1.090
84 C 3.604 -1.762 -6.228  C83 1.551, O85 1.395, H93 1.090, H94 1.090
85 O 3.292 -2.540 -5.113  C84 1.395, C86 1.306
86 C 2.396 -2.214 -4.220  O85 1.306, O87 1.238, O88 1.398
87 O 1.635 -1.239 -4.257  C86 1.238
88 O 2.446 -3.120 -3.156  C86 1.398, C89 1.408
89 C 1.895 -2.834 -1.892  O88 1.408, H95 1.090, H96 1.090, H97 1.090
90 H 2.904 -3.347 -7.628  C83 1.090
91 H 3.400 -1.876 -8.319  C83 1.090
92 H 1.806 -1.945 -7.637  C83 1.090
93 H 3.367 -0.720 -6.012  C84 1.090
94 H 4.619 -1.903 -6.601  C84 1.090
95 H 1.077 -2.113 -1.907  C89 1.090
96 H 2.659 -2.768 -1.117  C89 1.090
97 H 1.297 -3.693 -1.589  C89 1.090
98 C -4.402 -4.376 -0.639  C99 1.547, H105 1.090, H106 1.090, H107 1.090
99 C -4.616 -2.860 -0.411  C98 1.547, O100 1.423, H108 1.090, H109 1.090
100 O -5.755 -2.382 -1.117  C99 1.423, C101 1.338
101 C -6.022 -1.086 -1.315  O100 1.338, O102 1.210, O103 1.340
102 O -6.756 -0.738 -2.212  C101 1.210
103 O -5.389 -0.348 -0.393  C101 1.340, C104 1.440
104 C -5.625 1.069 -0.291  O103 1.440, H110 1.090, H111 1.090, H112 1.090
105 H -5.386 -4.777 -0.397  C98 1.090
106 H -3.601 -4.602 0.065  C98 1.090
107 H -4.266 -4.469 -1.717  C98 1.090
108 H -3.742 -2.245 -0.626  C99 1.090
109 H -4.813 -2.650 0.640  C99 1.090
110 H -6.702 1.202 -0.200  C104 1.090
111 H -5.374 1.600 -1.210  C104 1.090
112 H -5.032 1.592 0.459  C104 1.090

Its highest occupied orbital energy is -0.3280 hartree. The net charge is -1. Its HOMO-LUMO gap is 10.74 eV. The total energy is -112771.778 eV.

[2]
Formula: C30H48FN6O3
Source: OMol25
Level of theory: ωB97M-V with the def2-TZVPD basis set

Last columns: bonded neighbours and bond lengths (Å).
CARTESIAN COORDINATES (ANGSTROEM)
1 C 3.875 -1.604 -0.602  O2 1.410, H21 1.099, H22 1.096, H23 1.088
2 O 3.483 -0.418 0.055  C1 1.410, C3 1.404
3 C 2.406 0.220 -0.581  O2 1.404, C4 1.518, H24 1.101, H25 1.106
4 C 2.171 1.575 0.062  C3 1.518, C5 1.535, H26 1.092, H27 1.092
5 C 0.746 2.084 -0.199  C4 1.535, C6 1.541, H28 1.096, H29 1.099
6 C 0.612 3.618 -0.244  C5 1.541, C7 1.532, H30 1.095, H31 1.092
7 C 0.170 4.192 -1.594  C6 1.532, C8 1.531, H32 1.094, H33 1.095
8 C -1.174 3.657 -2.096  C7 1.531, C9 1.540, H34 1.094, H35 1.092
9 C -2.387 4.343 -1.441  C8 1.540, C10 1.530, H36 1.094, H37 1.092
10 C -3.452 3.382 -0.909  C9 1.530, C11 1.539, H38 1.092, H39 1.097
11 C -2.857 2.307 0.018  C10 1.539, C12 1.538, H40 1.092, H41 1.094
12 C -2.639 0.928 -0.627  C11 1.538, C13 1.520, H42 1.097, H43 1.095
13 C -3.724 -0.057 -0.223  C12 1.520, N14 1.523, H44 1.089, H45 1.090
14 N -3.821 -1.161 -1.268  C13 1.523, C15 1.522, H46 1.022, H47 1.023
15 C -2.487 -1.886 -1.366  N14 1.522, O16 1.169, N17 1.410
16 O -2.145 -2.525 -0.449  C15 1.169
17 N -1.869 -1.644 -2.611  C15 1.410, C18 1.417, H48 1.018
18 C -1.449 -2.803 -3.309  N17 1.417, O19 1.170, F20 1.329
19 O -1.601 -3.915 -2.979  C18 1.170
20 F -0.878 -2.408 -4.442  C18 1.329
21 H 3.010 -2.248 -0.812  C1 1.099
22 H 4.386 -1.379 -1.545  C1 1.096
23 H 4.550 -2.152 0.052  C1 1.088
24 H 2.621 0.342 -1.654  C3 1.101
25 H 1.502 -0.411 -0.494  C3 1.106
26 H 2.351 1.476 1.134  C4 1.092
27 H 2.898 2.292 -0.325  C4 1.092
28 H 0.102 1.681 0.591  C5 1.096
29 H 0.403 1.643 -1.145  C5 1.099
30 H -0.090 3.952 0.527  C6 1.095
31 H 1.578 4.057 0.013  C6 1.092
32 H 0.946 4.035 -2.350  C7 1.094
33 H 0.079 5.277 -1.482  C7 1.095
34 H -1.209 2.579 -1.910  C8 1.094
35 H -1.223 3.773 -3.180  C8 1.092
36 H -2.049 4.974 -0.614  C9 1.094
37 H -2.854 5.007 -2.172  C9 1.092
38 H -4.192 3.957 -0.349  C10 1.092
39 H -3.985 2.909 -1.743  C10 1.097
40 H -1.897 2.657 0.403  C11 1.092
41 H -3.495 2.185 0.898  C11 1.094
42 H -2.650 1.042 -1.718  C12 1.097
43 H -1.656 0.545 -0.333  C12 1.095
44 H -3.495 -0.564 0.713  C13 1.089
45 H -4.706 0.407 -0.133  C13 1.090
46 H -4.036 -0.741 -2.174  N14 1.022
47 H -4.541 -1.843 -1.016  N14 1.023
48 H -1.181 -0.895 -2.582  N17 1.018
49 N 5.117 -4.380 2.135  C50 1.368, C53 1.368, H54 1.003
50 C 3.915 -4.853 1.684  N49 1.368, C51 1.371, H55 1.077
51 C 4.169 -5.897 0.833  C50 1.371, C52 1.423, H56 1.077
52 C 5.581 -6.060 0.772  C51 1.423, C53 1.369, H57 1.077
53 C 6.136 -5.108 1.584  N49 1.368, C52 1.369, H58 1.076
54 H 5.235 -3.618 2.777  N49 1.003
55 H 2.988 -4.416 2.012  C50 1.077
56 H 3.427 -6.484 0.317  C51 1.077
57 H 6.125 -6.789 0.195  C52 1.077
58 H 7.164 -4.890 1.816  C53 1.076
59 N -6.669 2.682 3.049  C60 1.366, C63 1.367, H64 1.004
60 C -6.337 1.658 2.207  N59 1.366, C61 1.374, H65 1.078
61 C -5.563 0.771 2.915  C60 1.374, C62 1.424, H66 1.079
62 C -5.430 1.283 4.237  C61 1.424, C63 1.369, H67 1.077
63 C -6.123 2.463 4.283  N59 1.367, C62 1.369, H68 1.076
64 H -7.242 3.469 2.804  N59 1.004
65 H -6.701 1.637 1.193  C60 1.078
66 H -5.160 -0.157 2.543  C61 1.079
67 H -4.891 0.836 5.055  C62 1.077
68 H -6.278 3.158 5.091  C63 1.076
69 N 4.857 -3.858 -3.685  C70 1.369, C73 1.370, H74 1.002
70 C 5.601 -4.544 -2.762  N69 1.369, C71 1.369, H75 1.078
71 C 6.855 -4.713 -3.285  C70 1.369, C72 1.422, H76 1.077
72 C 6.868 -4.104 -4.570  C71 1.422, C73 1.368, H77 1.077
73 C 5.621 -3.584 -4.788  N69 1.370, C72 1.368, H78 1.076
74 H 3.896 -3.598 -3.569  N69 1.002
75 H 5.179 -4.846 -1.818  C70 1.078
76 H 7.674 -5.217 -2.800  C71 1.077
77 H 7.698 -4.054 -5.254  C72 1.077
78 H 5.216 -3.046 -5.629  C73 1.076
79 N -2.384 2.403 3.512  C80 1.367, C83 1.368, H84 1.006
80 C -1.671 3.496 3.919  N79 1.367, C81 1.371, H85 1.077
81 C -0.421 3.071 4.286  C80 1.371, C82 1.421, H86 1.077
82 C -0.379 1.663 4.095  C81 1.421, C83 1.371, H87 1.077
83 C -1.607 1.282 3.620  N79 1.368, C82 1.371, H88 1.078
84 H -3.341 2.407 3.205  N79 1.006
85 H -2.108 4.480 3.911  C80 1.077
86 H 0.373 3.697 4.658  C81 1.077
87 H 0.451 1.007 4.296  C82 1.077
88 H -1.993 0.310 3.358  C83 1.078

Its highest occupied orbital energy is -0.3501 hartree. The net charge is +1. Its HOMO-LUMO gap is 5.38 eV. The total energy is -49681.175 eV.

Question: Which of these has the lowest highest occupied orbital energy?
Answer: C30H48FN6O3